#w
15
Properties=species:S:1:pos:R:3:nbo_charge:R:1 method="wB97M-V/def2-TZVPD" homo_ev="-7.716 / -7.716" orbital_gap_ev="7.19 / 7.19"
C 1.86302 -1.76421 0.21087 -0.4245
N 0.84992 -0.81154 -0.20863 -0.7770
H 0.38132 -1.17590 -1.04220 0.3481
H 0.36164 0.48217 -0.13854 0.3700
H 2.65295 -1.87595 -0.54414 0.1673
H 1.43525 -2.76203 0.37283 0.2045
H 2.33467 -1.43456 1.13789 0.1926
C -0.92019 0.98932 0.11864 0.3656
N -1.45005 1.65154 -1.01966 -0.8305
O -0.75803 1.87463 1.18835 -0.7243
N -1.34941 -0.26201 0.35438 -0.4890
H -1.62022 2.27085 1.37305 0.4832
H -1.73383 0.97992 -1.72284 0.3815
H -0.80523 2.31829 -1.42359 0.3740
H -1.24182 -0.48052 1.34361 0.3584


#x
15
Properties=species:S:1:pos:R:3:nbo_charge:R:1 method="wB97M-V/def2-TZVPD" homo_ev=-8.922 smiles="[H]/N=C(/N)NC.O" orbital_gap_ev=9.49
H -0.32603 0.62672 -1.56662 0.3663
N -0.02382 0.96929 -0.66660 -0.8205
C 0.13797 0.13327 0.30624 0.6243
N 0.75479 0.50147 1.45405 -0.8147
N -0.48860 -1.07626 0.32265 -0.6115
C -1.59365 -1.47048 -0.54490 -0.4071
H 0.34843 0.22251 2.33341 0.3833
H 0.98637 1.48395 1.51819 0.4194
H -0.23409 -1.67195 1.06333 0.3848
H -1.25114 -1.48320 -1.57864 0.2007
H -1.94629 -2.38941 -0.09712 0.2144
H -2.41524 -0.76765 -0.45041 0.2002
O 2.20854 1.98466 -0.73255 -1.0527
H 1.14020 1.75231 -0.82166 0.4690
H 2.70256 1.18476 -0.53937 0.4441


Stability comparison, relative energies in kcal/mol: #w 97.6; #x 0.0


#w
15
Properties=species:S:1:pos:R:3:nbo_charge:R:1 method="wB97M-V/def2-TZVPD" spin_multiplicity=2 charge=+1 homo_ev="-14.191 / -14.164" orbital_gap_ev="10.47 / 4.75"
C -0.75454 1.65479 0.32422 -0.7341
C 0.27478 1.20560 -0.66915 0.7400
O 1.46688 0.59639 -0.37931 -0.7206
O -0.01273 1.25599 -1.83439 -0.5093
H -1.54147 2.14865 -0.23972 0.2764
H -0.48667 2.24248 1.19652 0.2543
H -1.29421 0.77991 0.65394 0.2070
C -0.17410 -2.60462 1.47335 -0.4955
N -0.83276 -1.73842 0.56562 -0.2338
H -0.33486 -1.11144 -0.08884 0.4332
H 2.00575 1.02797 0.29586 0.5075
H -1.41597 -2.23198 -0.11128 0.4082
H 0.46622 -3.36636 0.99589 0.3267
H -0.92394 -3.16053 2.02922 0.2757
H 0.42554 -1.97310 2.13219 0.2642


#x
15
Properties=species:S:1:pos:R:3:nbo_charge:R:1 method="wB97M-V/def2-TZVPD" spin_multiplicity=2 charge=+1 homo_ev="-13.529 / -13.168" orbital_gap_ev="9.47 / 3.20"
C 3.16923 -0.25249 0.50436 -0.4973
N 2.49218 1.05877 0.98980 -0.2600
H -2.75494 0.93331 0.83509 0.5283
H 1.43086 1.21516 0.71087 0.4480
H 2.55797 0.76359 1.99419 0.4224
H 2.65468 -1.17401 0.29205 0.3125
H 3.87226 -0.50408 1.23284 0.2362
H 3.68617 -0.09635 -0.45426 0.2839
C -0.85199 -0.48179 -1.69390 -0.7060
C -1.51101 -0.19104 -0.38936 0.7670
O -2.54323 0.70355 -0.19073 -0.6963
O -1.41672 -0.83462 0.66823 -0.5963
H 0.24639 -0.28399 -1.61870 0.2236
H -1.21290 -0.02154 -2.51635 0.2511
H -1.08347 -1.64308 -1.75097 0.2829


Stability comparison, relative energies in kcal/mol: #w 0.0; #x 43.4


#w
9
Properties=species:S:1:pos:R:3:nbo_charge:R:1 method="wB97M-V/def2-TZVPD" homo_ev=-9.663 orbital_gap_ev=9.21
C -0.65580 -0.51665 -0.26685 0.1993
O -1.25134 0.68785 0.25971 -0.3418
O 2.99119 -0.24770 0.51051 -0.9985
O -0.65946 2.01988 -0.12347 -0.5164
O 0.59151 -0.62058 0.25507 -0.8223
P 1.99848 0.01176 -0.47907 1.5771
H -0.58284 -0.47337 -1.44797 0.1905
H -1.21031 0.59238 1.21471 0.5136
H -1.22143 -1.45356 0.07735 0.1985


#x
9
Properties=species:S:1:pos:R:3:nbo_charge:R:1 method="wB97M-V/def2-TZVPD" homo_ev=-8.963 smiles=OPOC1OO1 orbital_gap_ev=9.66
O -0.80954 1.69103 0.87948 -0.9970
P -0.38208 0.98633 -0.48788 1.1077
O 0.40240 -0.48568 -0.18474 -0.7793
C 1.78094 -0.22760 0.17906 0.5736
O 2.44676 0.86189 -0.35486 -0.2375
O 1.95612 0.87032 1.02304 -0.2787
H -0.06937 2.19519 1.27893 0.5148
H -1.70470 0.26019 -0.86321 -0.0824
H 2.28131 -1.15598 0.35288 0.1789


Stability comparison, relative energies in kcal/mol: #w 23.6; #x 0.0


#w
17
Properties=species:S:1:pos:R:3:nbo_charge:R:1 method="wB97M-V/def2-TZVPD" homo_ev=-8.276 orbital_gap_ev=7.72
C -0.66891 0.50615 0.38948 -0.0698
C -1.56955 -0.56986 0.69692 -0.3755
C 0.69539 0.25620 0.56798 -0.1895
C 1.09068 -1.13296 0.76058 -0.2397
C -2.69586 -0.90142 0.08495 0.1499
C -3.73897 -1.10116 -0.65284 -0.4981
C 1.74800 1.23414 0.22207 -0.4527
C 2.89674 0.47660 -0.55334 -0.5409
S 2.67280 -1.26487 0.10437 0.3665
H -1.02565 1.46647 0.18512 0.2072
H -0.88600 -1.31531 1.30206 0.2941
H -4.72661 -0.75555 -0.25705 0.2213
H -3.81806 -1.83989 -1.38764 0.2251
H 1.18599 1.88693 -0.43727 0.2286
H 2.26738 1.85378 1.07342 0.2266
H 2.77301 0.17108 -1.59361 0.2179
H 3.79965 1.02966 -0.50521 0.2289


#x
17
Properties=species:S:1:pos:R:3:nbo_charge:R:1 method="wB97M-V/def2-TZVPD" homo_ev="-8.966 / -7.032" orbital_gap_ev="8.42 / 5.17"
C -0.75065 -0.87617 -1.31203 -0.1971
C 0.53215 -0.84726 -1.91903 -0.2319
C -0.85526 -0.24596 -0.08907 -0.0288
C 0.20070 0.39601 0.52770 0.0540
C -1.83266 0.12686 0.99489 -0.4107
C 1.57710 0.39341 0.00759 -0.4935
C 1.60982 -0.26325 -1.33973 -0.1366
C -0.63578 0.85659 1.68004 -0.3929
S -0.10640 0.16580 3.26829 0.0714
H -1.58198 -1.35399 -1.80490 0.2117
H 0.64304 -1.31062 -2.88919 0.2148
H -2.65324 0.77279 0.68908 0.2129
H -2.21917 -0.71281 1.56926 0.2245
H 2.00344 1.40526 -0.03430 0.2333
H 2.24486 -0.15953 0.68695 0.2452
H 2.56750 -0.28180 -1.83547 0.2041
H -0.74349 1.93465 1.79992 0.2199


Stability comparison, relative energies in kcal/mol: #w 46.5; #x 0.0


#w
15
Properties=species:S:1:pos:R:3:nbo_charge:R:1 method="wB97M-V/def2-TZVPD" homo_ev=-9.727 smiles="O=CNC(=O)CCS" orbital_gap_ev=10.17
O 1.09847 -1.79579 -2.55799 -0.5469
C 0.64258 -1.08208 -1.70632 0.5225
N 1.16980 0.21231 -1.55346 -0.6696
C 0.95037 0.90688 -0.28514 0.6957
O 1.55124 1.96074 -0.28475 -0.5674
C 0.37708 0.13377 0.83607 -0.5979
C -0.95246 0.79044 1.25352 -0.5316
S -2.14757 -0.53340 1.75643 -0.0437
H -0.23410 -1.23869 -1.11005 0.1333
H 1.74710 0.76659 -2.17674 0.4321
H 1.30291 0.04567 1.46256 0.2771
H 0.48224 -0.92835 0.87653 0.2672
H -1.45181 1.54784 0.55983 0.2550
H -0.83494 1.37644 2.26150 0.2498
H -2.14207 -0.33500 3.05100 0.1245


#x
15
Properties=species:S:1:pos:R:3:nbo_charge:R:1 method="wB97M-V/def2-TZVPD" homo_ev=-9.228 smiles="O=CNO[C@H]1C[C@@H]1S" orbital_gap_ev=9.75
O -3.73774 0.54517 -0.16488 -0.5535
C -2.62304 0.15084 0.37425 0.4692
N -1.77476 -0.60073 -0.51086 -0.3534
O -0.83299 -0.80921 0.51768 -0.4100
C 0.45358 -0.51356 -0.11049 0.0748
C 0.58153 1.01618 -0.45827 -0.4484
C 1.47600 0.33942 0.55419 -0.4342
S 2.99210 -0.12221 -0.07131 0.0474
H -2.16964 0.67646 1.33599 0.1843
H -2.09876 -1.59088 -0.77517 0.3925
H 0.68833 -1.04591 -0.94315 0.1948
H -0.42365 1.42948 -0.01455 0.2382
H 1.02975 0.95488 -1.35556 0.2251
H 1.40204 0.69778 1.64664 0.2515
H 3.35904 1.19367 -0.15762 0.1217


#y
15
Properties=species:S:1:pos:R:3:nbo_charge:R:1 method="wB97M-V/def2-TZVPD" homo_ev=-9.037 smiles="CO/N=C(/C=O)CS" orbital_gap_ev=9.08
C 3.33881 -0.34611 -0.06800 -0.2713
O 1.80500 -0.41585 0.02659 -0.3655
N 1.28135 0.69954 -0.24513 -0.0457
C 0.13931 0.66715 0.14812 0.0508
C -0.76607 1.67617 -0.30154 0.3800
O -1.90917 1.58302 0.24548 -0.5481
C -0.53882 -0.52864 0.71034 -0.5787
S -1.76804 -1.40645 -0.30029 -0.0203
H 3.66665 -0.51372 -1.11988 0.2031
H 3.62168 -1.27900 0.74863 0.2079
H 3.76607 0.62056 0.27245 0.2055
H -0.37339 2.61963 -0.87418 0.1572
H -1.07679 -0.36644 1.68673 0.2499
H 0.23701 -1.07027 1.00425 0.2385
H -2.72800 -0.55319 -0.30753 0.1366


#z
15
Properties=species:S:1:pos:R:3:nbo_charge:R:1 method="wB97M-V/def2-TZVPD" homo_ev=-9.130 orbital_gap_ev=8.59
C -1.29536 -0.19086 1.96364 -0.7498
C -1.27446 -0.67983 0.51200 0.6138
C 0.05692 1.12038 -0.57967 -0.3446
C 1.23251 0.44275 -0.65815 -0.2616
H -0.21634 0.36450 2.20769 0.2588
H -2.31637 0.53005 2.51003 0.2613
H -1.62957 -1.31053 2.45029 0.2778
H -1.40945 -1.26264 -1.23530 0.4846
H 0.13667 2.04335 -1.17534 0.2811
H 0.06752 1.69495 0.35616 0.2355
H 1.12730 -0.23968 -1.45991 0.2074
N -0.92942 0.16769 -0.39210 -0.1510
O -1.44391 -1.91347 0.25289 -0.6289
O -1.31155 -0.38890 -1.73112 -0.5644
S 2.52951 0.70441 0.21812 0.0800


Stability comparison, relative energies in kcal/mol: #w 0.0; #x 99.2; #y 77.3; #z 105.5


#w
32
Properties=species:S:1:pos:R:3:nbo_charge:R:1 method="wB97M-V/def2-TZVPD" charge=+1 homo_ev=-13.234 orbital_gap_ev=9.23
C -0.63957 -0.19439 0.79111 -1.0473
P -2.37268 0.16305 0.51002 1.2134
O -2.21686 1.68632 0.02698 -0.9562
S -2.55323 -0.76573 -1.59108 0.1385
C -2.27053 -2.60302 -1.40408 0.5371
F -3.10002 -3.17157 -2.27977 -0.2757
F -2.64052 -2.92841 -0.15891 -0.2872
C -0.79332 -3.10577 -1.68998 0.9210
F -0.14030 -3.25418 -0.54043 -0.2889
F -0.84379 -4.25615 -2.32191 -0.2671
F -0.11970 -2.21356 -2.45437 -0.3141
H 0.02786 0.43913 0.20635 0.2731
H -0.44807 -0.08305 1.85836 0.2985
H -0.45094 -1.23179 0.51873 0.2519
H -3.05885 2.16650 0.08816 0.5248
H -1.45648 -0.38678 -2.30475 0.2279
Cl 3.35122 2.64026 -3.60647 -0.0335
C 3.23138 0.93798 -3.11241 -0.4009
C 2.05666 0.24945 -3.75482 -0.3624
Cl 0.49912 0.91163 -3.14769 -0.0945
H 3.16684 0.90826 -2.02765 0.2222
H 4.14624 0.43832 -3.42535 0.2378
H 2.06801 -0.81360 -3.52282 0.2254
H 2.05245 0.37976 -4.83277 0.2382
Cl -1.02409 2.51464 3.34653 -0.0857
C -0.32857 2.13450 4.95067 -0.3782
C 1.03510 1.50805 4.82601 -0.3829
Cl 0.92670 -0.10464 4.06803 -0.0714
H -1.02456 1.47456 5.46032 0.2302
H -0.25732 3.07017 5.50099 0.2372
H 1.48093 1.37617 5.80932 0.2388
H 1.69690 2.11388 4.21369 0.2299


#x
32
Properties=species:S:1:pos:R:3:nbo_charge:R:1 method="wB97M-V/def2-TZVPD" charge=+1 homo_ev=-13.143 orbital_gap_ev=8.54
C 0.65602 0.39853 0.86896 -0.9963
P 1.09645 2.19985 0.53512 1.0682
O 2.45061 2.24414 -0.50041 -0.9248
S -0.64445 2.96659 -0.58112 0.1878
C -2.19373 2.77454 0.41788 0.5266
F -2.97070 3.92549 0.15640 -0.2737
F -1.83204 2.79064 1.78359 -0.2805
C -3.10199 1.52134 0.02641 0.9176
F -3.03161 0.46109 0.93650 -0.2875
F -4.43878 1.96967 0.08161 -0.2894
F -2.90448 1.06261 -1.26816 -0.2983
H 0.86260 -0.26233 -0.03553 0.2721
H 1.11463 -0.02667 1.81422 0.3125
H -0.48484 0.37296 1.02290 0.2510
H 2.93332 3.09820 -0.37774 0.5278
H -0.74910 2.17939 -1.74320 0.2501
Cl -0.74665 -2.42853 -5.66381 -0.0361
C -1.80038 -2.25971 -4.23921 -0.3986
C -2.35334 -0.85662 -4.10137 -0.3734
Cl -1.08540 0.32780 -3.68412 -0.0919
H -1.22825 -2.55406 -3.35804 0.2220
H -2.62028 -2.96848 -4.36591 0.2375
H -3.09136 -0.82654 -3.29765 0.2238
H -2.83755 -0.52327 -5.01980 0.2387
Cl 4.44769 -0.52864 2.50178 -0.0709
C 4.21498 -1.48554 3.98781 -0.3877
C 3.16451 -2.56199 3.81369 -0.3837
Cl 1.52912 -1.87770 3.63120 -0.0746
H 3.95630 -0.79924 4.79522 0.2290
H 5.17718 -1.94246 4.22397 0.2362
H 3.14219 -3.20461 4.69540 0.2363
H 3.36933 -3.18646 2.94340 0.2302


Stability comparison, relative energies in kcal/mol: #w 0.0; #x 45.6